Computed, not measured: a single C14H7BrF2O3 molecule in a non-equilibrium geometry, with ωB97M-V with the def2-TZVPD basis set.

- HOMO-LUMO gap (eV) = 8.508
- 2S+1 = 1
- energy relative to the best compared isomer or geometry (same formula, charge and spin) (kcal/mol) = 0.0

XYZ file:
```
27
C14H7BrF2O3 | the OMol25 dataset | ωB97M-V with the def2-TZVPD basis set
O 4.591 -0.327 -2.187
O 0.914 -2.805 -0.093
C -1.217 1.027 1.498
C -3.844 0.513 0.743
C -0.306 -2.305 0.271
C 0.892 -0.559 -0.313
H 3.185 1.658 -1.567
C 1.439 0.706 -0.678
C -3.512 1.669 1.499
H -3.095 -1.179 -0.291
C -2.835 -0.334 0.341
H 1.350 2.581 -0.882
Br -1.672 -3.406 1.007
C -2.209 1.891 1.897
F -5.096 0.342 0.273
H 4.912 -1.203 -2.339
C 2.718 0.760 -1.220
C -0.377 -0.945 0.238
H -0.196 1.226 1.812
C 1.602 -1.720 -0.531
H 3.333 -2.563 -1.407
C -1.510 -0.076 0.703
C 3.406 -0.405 -1.533
F -1.838 2.897 2.686
C 2.859 -1.626 -1.154
H -4.271 2.345 1.797
O 0.779 1.839 -0.570
```



Computed, not measured: a single C14H7F4NS molecule in a non-equilibrium geometry, with ωB97M-V with the def2-TZVPD basis set.

- HOMO-LUMO gap (eV) = 7.303
- 2S+1 = 1

XYZ file:
```
27
C14H7F4NS | the OMol25 dataset | ωB97M-V with the def2-TZVPD basis set
C 0.585 0.589 -0.867
H 3.578 2.594 -2.467
C -2.645 2.504 -1.313
H 1.933 0.388 0.830
H -1.343 -0.286 -1.191
C 0.008 -2.091 2.816
H -0.486 1.085 -2.687
N -2.845 3.265 -2.207
C -1.167 -2.823 2.913
C 0.287 -1.257 1.733
H -1.320 -3.535 3.712
C -1.919 -1.740 0.850
C 1.526 1.909 -2.692
F -3.290 -3.352 1.943
C 0.469 1.183 -2.151
H -2.704 -1.547 0.103
S -2.258 1.451 -0.085
F 1.384 2.438 -3.956
F 1.008 -2.315 3.740
C 2.743 2.072 -2.018
C 1.803 0.777 -0.171
F 4.036 1.593 -0.079
C -0.693 -1.032 0.732
C 2.826 1.536 -0.741
H 1.243 -0.754 1.694
C -2.128 -2.608 1.917
C -0.632 -0.045 -0.355
```



Computed, not measured: a molecular structure, C14H7F9HgN3OS in a non-equilibrium geometry, with ωB97M-V with the def2-TZVPD basis set.

- HOMO-LUMO gap (spin up / spin down) (eV) = 7.744 / 7.369
- 2S+1 = 2
- energy relative to the best compared isomer or geometry (same formula, charge and spin) (kcal/mol) = 0.0

XYZ file:
```
36
C14H7F9HgN3OS | the OMol25 dataset | ωB97M-V with the def2-TZVPD basis set
F 2.049 0.713 -4.881
F -0.864 -0.281 -2.130
F 2.148 -2.803 -3.273
C -4.449 1.230 2.203
C 1.196 -1.994 -3.505
F 0.178 1.461 -2.653
H 4.169 -1.380 1.367
C 2.218 0.310 3.731
S 3.832 -0.337 3.530
F 3.148 1.040 -3.070
Hg 0.700 -1.847 -0.268
C 2.535 0.123 -3.773
H 1.954 0.660 4.687
H -3.611 1.348 4.197
C 0.030 0.191 -2.980
F 0.055 -2.548 -3.016
C -4.143 0.959 0.833
C 1.394 -0.590 -2.916
N -0.840 0.747 3.307
C 3.410 -0.853 1.992
H -5.531 1.381 2.416
F 0.973 -1.933 -4.863
N -0.523 0.200 1.207
F -0.578 0.166 -4.209
H -4.922 0.992 0.083
F 3.450 -0.763 -4.172
O 1.863 -0.554 -1.667
C 0.040 0.404 2.327
H -0.641 0.955 4.242
C -2.100 0.812 2.681
C -3.414 1.182 3.127
C -1.832 0.512 1.354
N 2.184 -0.585 1.606
C 1.461 0.121 2.562
H -2.663 0.363 -0.552
C -2.876 0.597 0.475
```



Computed, not measured: a molecular structure, C14H7MnN2O7S2 in a non-equilibrium geometry, with ωB97M-V with the def2-TZVPD basis set.

- HOMO-LUMO gap (spin up / spin down) (eV) = 7.303 / 6.983
- 2S+1 = 2
- energy relative to the best compared isomer or geometry (same formula, charge and spin) (kcal/mol) = 6.2
- net charge = -1

XYZ file:
```
33
C14H7MnN2O7S2 | the OMol25 dataset | ωB97M-V with the def2-TZVPD basis set
C 1.032 -0.555 -3.641
O -0.105 -3.898 0.019
H 1.287 0.095 -4.470
H 0.684 -3.807 -2.716
O -0.187 4.341 5.588
O 1.345 -2.573 -4.910
N 0.376 -0.757 -1.382
C -1.776 -0.567 6.459
C 0.372 -2.091 -1.482
H -2.088 2.531 7.833
S -0.626 0.695 2.230
O -2.554 4.383 4.955
C -1.313 1.115 4.838
O 0.276 1.603 -0.810
C 0.698 0.007 -2.430
Mn -0.068 0.088 0.242
N -0.924 3.043 3.517
O 0.877 2.353 -2.840
C -1.554 2.078 5.807
O -0.251 -1.765 0.721
C 0.693 -2.728 -2.653
H -1.235 -0.984 4.408
C 1.029 -1.941 -3.755
H -1.866 -1.612 6.729
C -2.016 0.410 7.422
H 1.555 -1.916 -5.582
C -1.423 -0.230 5.161
C -0.956 1.745 3.548
C -0.026 -2.697 -0.148
H -2.289 0.116 8.427
C 0.627 1.466 -2.052
S -1.313 3.659 5.009
C -1.905 1.757 7.098
```



Computed, not measured: a molecular structure, C14H7MoNO7S in a non-equilibrium geometry, with ωB97M-V with the def2-TZVPD basis set.

- HOMO-LUMO gap (eV) = 7.503
- 2S+1 = 1
- energy relative to the best compared isomer or geometry (same formula, charge and spin) (kcal/mol) = 89.6
- net charge = +2

XYZ file:
```
31
C14H7MoNO7S | the OMol25 dataset | ωB97M-V with the def2-TZVPD basis set
H -1.381 -4.314 2.793
H 0.846 -4.920 3.714
O -0.066 1.025 1.187
O -0.543 -0.348 -1.736
C -2.873 -2.627 1.054
S -1.242 1.538 0.144
C 0.320 1.770 -2.258
C -0.014 3.692 -0.824
H -0.476 4.153 0.036
C -0.249 2.350 -1.112
O 0.368 -0.096 -3.761
Mo -1.761 -0.763 -0.656
H 1.615 2.080 -3.931
O 1.967 0.386 0.423
O -3.713 -3.401 1.329
C 0.473 -1.261 1.403
O 1.273 -4.093 3.427
C 0.554 -3.280 2.720
C -1.421 -2.609 1.519
N -0.766 -1.561 0.968
O -2.985 -1.545 0.234
H 2.126 4.420 -3.346
C -0.814 -3.484 2.388
H 2.149 -1.825 2.632
C 0.825 4.445 -1.636
C 1.439 3.858 -2.731
C 1.160 -2.075 2.273
C 0.090 0.372 -2.709
C 1.167 2.537 -3.059
H 0.991 5.487 -1.407
C 0.942 0.090 0.920
```



Computed, not measured: a molecular structure, C14H7N2NiO5 in a non-equilibrium geometry, with ωB97M-V with the def2-TZVPD basis set.

- HOMO-LUMO gap (spin up / spin down) (eV) = 4.681 / 7.485
- 2S+1 = 3
- net charge = -1

XYZ file:
```
29
C14H7N2NiO5 | the OMol25 dataset | ωB97M-V with the def2-TZVPD basis set
C 8.033 5.677 5.420
O 9.738 10.420 7.718
O 14.961 7.302 4.176
H 9.816 5.600 6.590
C 13.844 10.540 6.678
C 9.150 7.720 6.308
H 15.245 9.447 5.376
C 5.776 5.796 4.660
N 4.767 5.209 4.473
C 6.894 7.843 5.388
H 7.955 4.596 5.182
Ni 10.990 7.286 4.970
O 9.878 8.097 7.424
C 10.388 9.466 7.336
O 14.581 11.671 7.047
C 14.262 9.533 5.851
C 9.170 6.277 6.011
N 12.070 8.531 5.886
C 13.767 7.457 4.540
C 8.035 8.468 5.839
H 7.995 9.541 6.007
O 12.785 6.654 4.138
C 12.554 10.488 7.186
H 12.204 11.306 7.815
H 5.972 8.428 5.160
C 11.716 9.465 6.781
C 6.936 6.458 5.106
C 13.363 8.562 5.407
H 15.386 11.678 6.478
```